No. 1
{
  "formula": "C5H10N2O2",
  "method": "ωB97M-V/def2-TZVPD",
  "symbols": ["O", "H", "N", "H", "N", "C", "O", "H", "H", "C", "C", "H", "C", "H", "C", "H", "H", "H", "H"],
  "positions_angstrom": [[-1.83368, 0.93295, 0.90784], [-0.83012, -0.65407, 2.48552], [-0.17670, 0.24818, -0.50217], [-0.24290, 0.53165, 3.52977], [0.00105, -0.46133, -1.62413], [-1.48151, 0.26139, -0.26984], [1.11170, -0.17923, 1.98521], [-2.27697, -0.33276, -0.83762], [-1.08611, 2.26781, 2.34666], [0.90333, -1.55770, -1.77001], [1.03506, -0.40831, -2.63973], [0.12120, 1.84300, 0.65710], [-0.62174, 1.42854, 1.55978], [0.17032, -2.73694, -1.99224], [-0.21904, 0.19996, 2.35730], [1.11118, -0.16956, 0.84676], [0.70379, -0.12462, -3.78975], [1.72011, -1.53885, -0.90238], [1.89104, 0.44988, -2.34807]],
  "relative_energy_kj_mol": 871.4,
  "spin_multiplicity": 1,
  "homo_ev": -8.69,
  "charge": 0,
  "total_energy_ha": -456.2223,
  "lumo_energy_ev": 0.90,
  "orbital_gap_ev": 9.59
}

No. 2
{
  "formula": "C4H7ClO2",
  "method": "ωB97M-V/def2-TZVPD",
  "symbols": ["C", "H", "H", "C", "C", "H", "H", "O", "H", "C", "Cl", "O", "H", "H"],
  "positions_angstrom": [[1.08185, -0.64392, -0.04646], [-1.14892, 2.68557, -0.01182], [1.77867, 0.15017, 0.17714], [-0.37518, 1.86433, -0.19382], [-1.16941, -1.19839, 0.88093], [-2.09350, -0.82797, 1.45147], [-0.60399, 1.29964, -1.13619], [0.77399, -0.66277, -1.46565], [0.61379, 2.40562, -0.17651], [-0.22144, -0.31119, 0.61889], [-1.07092, -2.91502, 0.54726], [-0.47652, 0.97299, 0.93275], [1.49740, -1.59024, 0.31125], [1.41418, -1.22882, -1.88924]],
  "relative_energy_kj_mol": 140.4,
  "spin_multiplicity": 1,
  "homo_ev": -8.95,
  "charge": 0,
  "total_energy_ha": -767.2203,
  "lumo_energy_ev": 0.71,
  "orbital_gap_ev": 9.65,
  "smiles": "CO/C(=C/Cl)CO"
}

No. 3
{
  "formula": "C5H12O3",
  "method": "ωB97M-V/def2-TZVPD",
  "symbols": ["C", "H", "C", "C", "H", "H", "O", "H", "H", "O", "C", "C", "H", "H", "H", "O", "H", "H", "H", "H"],
  "positions_angstrom": [[0.27921, -0.90859, -0.11549], [-1.51474, -0.30313, -0.67698], [2.59126, -0.21167, -0.32600], [-1.05634, -0.65188, 0.32030], [4.56020, 0.11145, 0.30310], [0.49766, -1.71412, -0.81333], [-2.27547, 1.26791, -0.83912], [3.43847, 1.32900, 0.81731], [4.06873, 1.35247, -0.80720], [-1.76321, -1.73204, 0.75626], [1.32859, 0.00013, 0.14063], [3.70799, 0.69368, -0.02217], [-3.01802, 0.62487, -0.28563], [-2.81505, 1.67173, -1.51885], [-2.68638, -1.28728, 0.86974], [-3.62005, -0.16280, 0.56485], [-4.55022, 0.01684, 0.69324], [2.79082, -1.18246, -0.80895], [1.17663, 0.83722, 0.80264], [-1.14005, 0.24868, 0.94566]],
  "relative_energy_kj_mol": 484.3,
  "spin_multiplicity": 1,
  "homo_ev": -8.57,
  "charge": 0,
  "total_energy_ha": -423.2694,
  "lumo_energy_ev": -2.18,
  "orbital_gap_ev": 6.39
}

No. 4
{
  "formula": "C2H6F4N2P2S",
  "method": "ωB97M-V/def2-TZVPD",
  "symbols": ["F", "F", "H", "C", "P", "H", "H", "N", "P", "N", "H", "C", "H", "H", "S", "F", "F"],
  "positions_angstrom": [[-1.93423, -2.57586, 1.32446], [-0.90357, 2.11182, 1.82640], [2.31403, 0.07203, -1.95556], [0.68529, 1.11070, -1.73142], [-1.38811, -1.36666, 0.42958], [2.36934, -0.99585, 0.22713], [0.53757, 1.96825, -1.04610], [1.69114, 0.35767, -1.19391], [-0.69091, 0.53745, 2.31492], [-1.67735, -0.02984, 1.11066], [0.76917, 1.34680, -2.67382], [1.41734, -0.45873, -0.15176], [-0.27271, 0.58504, -1.57927], [1.00840, 0.11472, 0.57305], [0.34122, -2.08944, -0.25228], [-2.50832, -1.52019, -0.65268], [-1.75831, 0.83209, 3.43060]],
  "relative_energy_kj_mol": 134.3,
  "spin_multiplicity": 1,
  "homo_ev": -9.75,
  "charge": 0,
  "total_energy_ha": -1669.8084,
  "lumo_energy_ev": 0.07,
  "orbital_gap_ev": 9.82
}

No. 5
{
  "formula": "C30H26N2O3Rh",
  "method": "ωB97M-V/def2-TZVPD",
  "symbols": ["H", "H", "C", "H", "C", "H", "C", "H", "H", "H", "C", "C", "C", "H", "H", "H", "C", "C", "H", "C", "H", "C", "H", "H", "C", "C", "H", "N", "O", "H", "C", "H", "O", "H", "C", "C", "C", "C", "H", "O", "H", "C", "H", "Rh", "N", "C", "H", "C", "C", "C", "C", "C", "C", "H", "C", "C", "H", "H", "H", "C", "C", "C"],
  "positions_angstrom": [[0.36015, 3.20400, -1.40978], [-5.46819, 1.78548, 0.18008], [-1.08801, -0.60826, 3.07858], [1.44694, -1.50057, -2.15170], [-3.63042, -0.94154, -0.64015], [5.26343, 0.26440, -2.97251], [-3.45751, 1.83887, -0.52328], [0.90579, 4.37894, -3.33864], [-0.85846, 1.09629, 4.39552], [5.96831, 2.21470, -1.61759], [-1.80543, -1.95125, 3.02542], [3.39142, -0.73867, -2.70792], [-4.71028, -0.19065, -0.18556], [3.94206, 4.69982, 1.90783], [0.50107, 5.03261, -5.68633], [-2.41429, 0.23577, 4.54884], [-1.34365, 0.11696, 4.38578], [0.08417, 3.94102, -3.89211], [-2.85896, 2.38836, -5.84114], [-1.20254, 3.75044, -5.90509], [-5.62461, -0.68147, 0.11514], [3.22222, 3.93639, 1.64477], [0.16666, 2.73815, 2.41210], [5.49233, 3.82990, 0.17592], [-2.45931, -0.31516, -1.01334], [2.85634, 1.09119, -0.73780], [-2.85994, -1.82270, 3.25864], [1.94093, 0.13400, -1.02626], [-1.62862, 0.18579, 1.98835], [-3.38465, 2.91823, -0.49599], [4.77091, 3.07071, -0.09448], [-1.36226, -2.63757, 3.74735], [1.23251, -0.90755, 3.71424], [3.55191, -1.48477, -3.47086], [2.01886, 3.84530, 2.29841], [4.07926, 1.16948, -1.41977], [2.57015, 2.04856, 0.30599], [5.03247, 2.18477, -1.07721], [-1.64092, -0.91457, -1.41448], [0.76770, -0.94596, 1.54061], [-1.99608, 0.99867, 2.34863], [2.20354, -0.74598, -1.97134], [-3.70575, -2.01818, -0.70567], [0.02058, 0.31495, 0.12774], [1.38349, 1.97764, 0.95765], [1.12372, 2.84245, 1.91349], [-1.70965, -2.38775, 2.03218], [4.32868, 0.22462, -2.42987], [0.44551, -0.82375, 2.80477], [-1.81190, 2.44977, -3.97852], [-0.14304, 4.30889, -5.20651], [-0.74936, 3.01401, -3.26119], [-2.33661, 1.09051, -0.94813], [-1.38181, 4.03660, -6.93214], [-4.61867, 1.19860, -0.14173], [3.52886, 3.02403, 0.61961], [-0.92094, -0.45288, 5.21136], [-2.45640, 1.72226, -3.50656], [1.75195, 4.52415, 3.09401], [-0.47768, 2.67375, -1.86204], [-1.08451, 1.73496, -1.13437], [-2.03593, 2.82214, -5.29073]],
  "relative_energy_kj_mol": 28.0,
  "spin_multiplicity": 5,
  "homo_ev": [-10.01, -11.49],
  "s_squared": 6.039,
  "charge": 1,
  "total_energy_ha": -1604.2966,
  "lumo_energy_ev": [-3.26, -4.90],
  "orbital_gap_ev": [6.75, 6.59]
}

No. 6
{
  "formula": "C3H5FN2S",
  "method": "ωB97M-V/def2-TZVPD",
  "symbols": ["C", "N", "C", "N", "H", "C", "H", "F", "H", "H", "H", "S"],
  "positions_angstrom": [[0.38332, 1.82253, 0.68221], [0.14651, -0.40320, -0.30326], [-0.09970, -0.89916, -1.56174], [0.18089, -0.32624, -2.66415], [1.72711, 0.97150, -0.66420], [0.81042, 0.81364, -0.10793], [-0.58436, -1.86480, -1.54161], [-0.72395, 1.75398, 1.43236], [-1.54328, -1.06648, 1.24242], [0.63022, 0.59431, -2.49662], [0.95099, 2.74725, 0.76083], [-0.22008, -1.40523, 1.03153]],
  "relative_energy_kj_mol": 135.1,
  "spin_multiplicity": 1,
  "homo_ev": -9.11,
  "charge": 0,
  "total_energy_ha": -724.8152,
  "lumo_energy_ev": 0.62,
  "orbital_gap_ev": 9.73,
  "smiles": "[H]/N=C\\N(S)/C=C\\F"
}